A cluster of 2 separate species, C21H27ClN4O9P in total in a non-equilibrium geometry. Source: OMol25; level of theory: wB97M-V/def2-TZVPD.

## Properties
- Total charge: -1
- Total energy: -2513.25593 hartree
- Kohn-Sham gap: 2.2 eV
- Relative energy (zero: lowest compared OMol25 entry of this formula, charge and spin): 393.7 kcal per mole

CARTESIAN COORDINATES (ANGSTROEM)
Cl (-2.61022, 1.91393, 2.77014)
P (-1.85260, 3.37109, 1.37875)
O (-1.53674, 4.75578, 2.37558)
O (-0.71869, -2.82201, 2.64705)
O (-6.26900, 4.44833, -2.10695)
O (2.60697, -1.83838, -3.13269)
O (1.29479, -0.66037, -4.75559)
O (-1.23887, -3.03521, 0.24551)
O (-4.97425, 3.80135, -0.47416)
O (1.86066, -4.07639, -2.67624)
O (-5.92880, 2.46594, -1.91169)
N (-0.34376, 2.75719, 0.56558)
N (-0.26830, -0.01142, -1.71507)
N (0.49376, 0.94792, -1.05655)
N (-1.97401, 1.22258, -0.37016)
C (-1.75935, 0.07584, -1.32529)
C (2.64327, 2.20580, -3.97289)
C (2.42708, 1.85049, -2.60671)
C (-5.68452, 3.58393, -1.44367)
C (-0.53389, -3.45811, 1.33082)
C (2.43886, -2.95331, -2.19069)
C (0.76728, 0.76479, 3.36263)
C (-3.06211, -0.80508, -1.72983)
C (0.15618, -0.40571, 2.37786)
C (1.66121, 3.15215, 2.27311)
C (1.97912, 1.05371, -1.20475)
C (1.97600, 1.59376, 2.59150)
C (2.87941, -2.85071, -0.58080)
C (-4.47696, -0.48346, -1.39781)
C (0.51695, -4.71246, 1.02234)
C (0.34406, -5.58678, -0.19059)
C (-0.54026, 1.69107, -0.25661)
C (-0.04193, -1.13953, -2.64381)
C (0.93697, 3.49101, 0.84230)
C (1.32226, -1.22446, -3.51504)
C (0.43090, -1.93909, 2.98737)
H (0.61608, 4.64127, 0.94880)
H (0.55912, -6.76011, -0.14875)
H (2.89233, 1.58354, 3.35853)
H (2.56732, 1.58489, -0.35224)
H (-0.99747, -0.34788, 2.19963)
H (-2.00130, 5.58540, 2.05984)
H (1.06358, 3.58937, 3.20835)
H (1.42022, -4.96427, 1.72210)
H (1.38038, -2.38799, 2.46461)
H (3.11036, -3.92809, -0.14224)
H (0.57315, -1.88050, 4.15494)
H (-2.88628, -1.81729, -2.33782)
H (2.40531, -0.06171, -1.23475)
H (-4.96331, 0.57618, -1.53751)
H (1.27151, 0.17915, 4.27309)
H (2.69491, 3.75022, 2.27766)
H (-0.22273, -2.15269, -2.03667)
H (-0.92389, -1.12887, -3.45087)
H (2.31319, 0.92659, 1.69569)
H (-5.14953, -1.39760, -1.03091)
H (-0.01906, -5.17447, -1.22535)
H (-0.03133, 1.46796, 3.84647)
H (3.21817, 2.40291, -4.99904)
H (3.84865, -2.18093, -0.46609)
H (1.69174, 3.54685, -0.08214)
H (1.99227, -2.36718, 0.02554)
H (0.65513, -0.42891, 1.29618)